76
Properties=species:S:1:pos:R:3:forces:R:3 method="wB97M-V/def2-TZVPD" charge=+2 largest_force_ev_per_a=1.6 homo_energy_ev="-14.302 / -14.315" molar_mass_g_mol=593.4 multiplicity=3
Ni 0.13588 -0.10671 -0.13302 0.389 0.318 0.318
N 4.89218 -3.42948 0.90551 -0.009 -0.151 -0.057
C 5.16638 -2.30759 0.19322 0.026 0.080 0.068
O 5.97794 -2.23989 -0.69879 0.014 0.034 0.069
C 4.32058 -1.10694 0.54800 -0.148 -0.089 -0.071
C 4.87885 0.10276 0.93844 -0.013 -0.072 -0.064
C 4.03421 1.17846 1.16044 0.013 -0.019 0.015
C 2.67850 1.02822 0.93483 0.067 0.080 0.068
N 2.13972 -0.12892 0.52518 -0.562 0.204 -0.020
C 2.95185 -1.17811 0.35936 0.128 0.019 -0.008
H 5.47426 -4.23823 0.74975 0.009 0.020 -0.041
H 4.34504 -3.40592 1.74737 0.030 0.087 0.032
H 5.95191 0.18889 1.05185 -0.003 0.031 0.022
H 4.41631 2.13440 1.48906 0.008 -0.005 -0.001
H 2.00043 1.85987 1.06568 -0.007 -0.029 -0.046
H 2.51472 -2.10446 0.01852 -0.071 -0.022 -0.061
C -1.95758 4.50790 -2.44256 -0.095 0.009 0.022
N -1.11720 3.82739 -1.46587 0.289 -0.401 0.141
C -1.09876 4.43876 -0.14025 0.014 0.084 -0.030
P 0.01556 2.70650 -1.87500 -0.103 0.870 -1.311
O 0.30765 1.80324 -0.70882 -0.174 -1.095 0.490
N 1.39448 3.46739 -2.35158 -0.437 -0.306 0.331
C 2.58612 2.66517 -2.59996 0.036 0.086 -0.079
C 1.51512 4.89046 -2.62465 0.037 0.056 -0.010
N -0.53467 1.84694 -3.18916 0.384 -0.022 0.654
C -0.32788 2.28754 -4.56356 0.107 0.014 -0.086
C -1.41918 0.70402 -3.04285 -0.121 0.219 -0.063
H -2.98545 4.54436 -2.07644 0.004 -0.024 -0.024
H -1.94624 3.97904 -3.39159 -0.032 0.008 -0.005
H -1.62814 5.53722 -2.61112 0.031 -0.024 -0.002
H -2.09043 4.37727 0.31407 0.014 -0.012 -0.002
H -0.82226 5.49542 -0.19631 0.028 -0.020 -0.003
H -0.38034 3.92535 0.49548 -0.035 0.026 0.036
H 2.38175 1.61996 -2.37150 0.064 -0.014 -0.037
H 3.41360 3.00346 -1.97124 -0.027 -0.005 0.008
H 2.90005 2.74529 -3.64416 -0.022 -0.040 0.004
H 0.61762 5.41167 -2.30193 0.040 0.030 -0.031
H 1.67221 5.07900 -3.69072 -0.025 -0.006 0.006
H 2.36730 5.30460 -2.08186 -0.022 -0.013 0.016
H 0.25654 3.20486 -4.57372 -0.031 -0.007 -0.058
H -1.28042 2.47150 -5.06647 -0.002 0.041 0.030
H 0.21555 1.52846 -5.13158 -0.022 -0.001 0.018
H -1.23812 0.19996 -2.09292 -0.045 -0.088 0.105
H -1.22988 -0.01334 -3.84236 0.026 0.000 0.014
H -2.47649 0.98586 -3.07160 -0.004 -0.029 -0.028
N -0.27174 -2.01803 -0.10906 -0.063 0.149 -0.130
S 0.29716 -3.29886 0.70220 -0.318 -0.334 -0.440
C 1.03708 -4.40294 -0.53400 -0.080 0.301 0.127
C 1.30347 -5.71991 -0.19037 0.016 -0.031 0.111
C 1.95095 -6.53138 -1.10925 -0.027 -0.026 0.084
C 2.33470 -6.02430 -2.34342 0.013 0.052 -0.049
C 2.06351 -4.70375 -2.67064 0.012 -0.026 -0.029
C 1.41273 -3.88150 -1.76175 -0.046 0.007 0.097
C -1.13566 -4.26044 1.17415 0.304 0.216 0.146
C -1.41318 -4.35374 2.53053 0.062 0.059 0.011
C -2.52903 -5.06960 2.93824 -0.048 -0.006 0.016
C -3.34594 -5.67520 1.99401 0.037 0.007 0.033
C -3.05577 -5.56811 0.63824 0.003 0.035 -0.076
C -1.94297 -4.85950 0.21721 -0.033 -0.017 -0.108
H -1.13459 -2.25403 -0.58857 0.057 -0.215 -0.127
H 1.00396 -6.11330 0.77380 -0.006 -0.024 -0.018
H 2.15018 -7.56469 -0.85926 0.017 0.009 0.000
H 2.84843 -6.66098 -3.05075 -0.022 -0.003 -0.009
H 2.35368 -4.30787 -3.63444 0.024 -0.020 0.004
H 1.19374 -2.85077 -2.00364 -0.018 0.025 -0.034
H -0.76526 -3.87962 3.25743 -0.006 -0.012 -0.001
H -2.75485 -5.15181 3.99251 -0.007 -0.030 -0.006
H -4.20882 -6.24350 2.31393 -0.007 0.014 0.001
H -3.69144 -6.04325 -0.09654 -0.009 -0.021 0.026
H -1.70171 -4.79456 -0.83769 0.023 -0.025 0.016
C -3.04201 0.00554 0.61551 -0.241 -0.161 -0.085
O -1.67617 0.35877 0.89070 0.405 0.179 0.165
H -3.58288 0.84422 0.17745 0.097 0.029 -0.002
H -3.54494 -0.32022 1.52466 0.076 -0.003 0.016
H -3.03330 -0.81798 -0.09465 0.046 0.005 0.028
H -1.65451 1.09481 1.51270 -0.009 0.047 -0.091